74
Properties=species:S:1:pos:R:3:lowdin_charge:R:1 method="wB97M-V/def2-TZVPD" e_homo_ev=-7.5 gap_ev=6.94 energy_ha=-1465.87971 e_lumo_ha=-0.0214
O 2.760 -0.632 2.975 -0.153
O -0.168 -4.121 1.228 -0.225
O 4.054 -2.341 -3.789 -0.139
O -3.560 -0.430 1.702 0.070
O -5.409 1.950 1.419 -0.028
O -1.439 -5.408 -2.491 -0.146
O -4.884 2.454 3.584 -0.144
N -3.059 3.297 -0.235 0.055
N -3.027 2.043 2.047 0.147
N -1.542 3.844 1.517 0.138
C 0.891 1.858 -1.372 -0.202
C 2.342 -0.416 -1.268 -0.196
C 2.111 0.986 -2.018 -0.201
C -2.262 2.627 -1.318 -0.167
C -1.026 0.205 1.438 -0.010
C 1.095 -1.454 -1.436 -0.190
C 1.622 3.249 2.092 -0.020
C -0.259 -3.292 0.021 -0.205
C -1.118 3.561 -1.977 -0.178
C -0.904 3.781 2.860 -0.142
C 0.166 2.757 -2.509 -0.207
C 4.118 -1.382 -4.834 -0.157
C -0.365 -3.282 2.407 -0.118
C -2.838 -5.585 -2.655 -0.156
C -2.539 3.040 1.104 -0.169
C 0.469 2.956 2.893 -0.137
C 2.721 -0.850 4.378 -0.159
C -4.500 2.150 2.286 -0.567
C 1.117 -2.499 -0.215 -0.175
B -2.573 0.654 1.727 -0.458
H -0.980 -0.522 0.553 0.059
H -3.012 2.405 -2.174 0.144
H 3.239 -0.740 -4.778 0.068
H 4.133 -1.891 -5.801 0.077
H 3.088 -1.854 4.605 0.079
H -0.457 1.147 1.125 0.036
H -3.041 -6.595 -3.021 0.075
H -1.199 4.584 0.872 0.162
H -1.602 4.050 -2.909 0.116
H 5.018 -0.772 -4.720 0.078
H 4.842 -2.894 -3.861 0.079
H -1.183 -2.626 0.145 0.111
H -3.242 -1.040 2.420 0.106
H 1.511 -1.961 0.731 0.091
H 1.913 -3.299 -0.477 0.130
H 1.875 0.792 -3.135 0.105
H 0.092 -0.929 -1.604 0.100
H -3.344 -5.425 -1.700 0.078
H 2.630 -0.269 -0.156 0.104
H -0.430 -3.942 -0.929 0.120
H -0.650 4.868 3.181 0.140
H 1.298 -2.072 -2.395 0.116
H -1.606 3.392 3.691 0.146
H 3.681 -0.720 2.699 0.079
H 2.100 2.344 1.554 0.065
H -0.376 -3.910 3.381 0.104
H -1.391 -2.743 2.385 0.086
H 0.477 -2.511 2.530 0.072
H 0.172 1.093 -0.926 0.060
H 0.958 3.546 -2.823 0.119
H -4.031 2.973 -0.355 0.124
H -0.056 2.146 -3.465 0.118
H -0.602 -0.267 2.408 0.089
H 1.327 2.581 -0.597 0.092
H 3.338 -0.104 4.885 0.077
H -1.888 1.607 -0.962 0.110
H -1.143 -6.062 -1.844 0.079
H -3.202 -4.858 -3.382 0.079
H -0.805 4.415 -1.282 0.096
H 2.055 4.310 2.005 0.073
H 1.689 -0.757 4.720 0.075
H 3.037 1.669 -1.940 0.112
H 3.253 -0.910 -1.790 0.100
H 0.521 2.033 3.576 0.106


82
Properties=species:S:1:pos:R:3:lowdin_charge:R:1 method="wB97M-V/def2-TZVPD" e_homo_ev=-11.1 gap_ev=6.51 total_charge=+1 energy_ha=-2940.72160 e_lumo_ha=-0.1700
P 5.026 3.171 3.831 0.723
P 3.717 2.676 -6.750 0.715
P -7.707 -4.637 2.281 0.721
F 2.321 0.929 -2.156 0.090
O 4.417 2.662 -8.319 -0.284
O 5.382 2.925 2.170 -0.258
O 3.738 2.363 3.703 -0.304
O -7.697 -4.050 3.816 -0.272
O -6.271 -4.761 1.784 -0.294
O -7.792 -3.032 1.680 -0.263
O 4.764 1.513 -6.245 -0.274
O -7.693 -6.248 2.876 -0.285
O 6.261 2.162 4.224 -0.270
O 2.910 2.587 -5.237 -0.241
O 4.279 4.054 -6.425 -0.272
O 4.740 3.478 5.496 -0.283
N 0.271 0.589 -3.046 0.113
N 0.988 0.748 -1.948 -0.065
N -2.935 -0.791 2.244 -0.037
C -9.035 -2.366 1.912 -0.144
C 0.611 0.775 -0.570 -0.029
C 6.605 3.513 1.720 -0.140
C 2.008 -1.642 0.341 -0.117
C 6.258 1.432 5.443 -0.110
C 3.632 4.328 5.777 -0.129
C 2.177 1.383 -5.010 -0.164
C -1.105 0.366 -2.878 0.051
C -7.628 -7.264 1.879 -0.129
C 1.608 -0.495 1.431 -0.198
C -3.421 0.066 -1.319 -0.135
C -3.554 -1.180 -0.265 -0.160
C -4.006 -0.718 1.206 -0.253
C -1.862 0.337 -1.484 -0.052
C 6.073 1.414 -6.789 -0.111
C -7.085 -4.769 4.877 -0.112
C -0.917 0.563 -0.246 0.124
C 3.876 3.611 -9.234 -0.130
C 1.580 0.954 0.677 -0.108
H -4.235 -1.983 -0.709 0.122
H 7.463 3.042 2.206 0.082
H -3.980 1.001 -0.959 0.133
H 2.322 -0.518 2.316 0.122
H 2.785 3.554 -9.241 0.080
H 6.688 3.345 0.644 0.090
H 4.248 3.377 -10.231 0.089
H 6.704 0.887 -6.070 0.091
H -4.830 -1.468 1.540 0.128
H -2.502 -1.653 -0.172 0.107
H 1.144 1.689 1.455 0.145
H 3.672 4.608 6.830 0.090
H 6.041 0.828 -7.710 0.086
H 2.450 -2.550 0.883 0.084
H 2.823 -1.263 -0.378 0.081
H -8.382 -7.089 1.109 0.082
H 1.663 1.473 -4.054 0.018
H -1.738 0.191 -3.818 0.142
H 1.441 1.237 -5.802 0.084
H -6.634 -7.293 1.431 0.083
H 6.512 2.396 -6.979 0.093
H 6.910 0.564 5.325 0.093
H -9.855 -2.937 1.479 0.079
H 6.601 4.585 1.915 0.080
H -4.402 0.353 1.150 0.107
H -6.834 -4.062 5.670 0.092
H 2.851 0.523 -4.956 0.088
H 5.258 1.078 5.705 0.091
H -6.167 -5.267 4.556 0.091
H 4.197 4.620 -8.968 0.085
H -8.990 -1.384 1.435 0.087
H -3.236 -1.284 3.091 0.077
H 2.645 1.208 0.369 0.127
H 1.086 -2.030 -0.230 0.077
H -3.833 -0.290 -2.320 0.117
H -1.287 0.578 0.829 0.117
H -7.826 -8.225 2.355 0.090
H -7.792 -5.497 5.279 0.088
H -9.201 -2.217 2.982 0.081
H -2.045 -1.146 1.879 0.033
H 0.532 -0.764 1.759 0.097
H 6.663 2.056 6.243 0.088
H 2.694 3.803 5.590 0.081
H 3.684 5.233 5.169 0.082


77
Properties=species:S:1:pos:R:3:lowdin_charge:R:1 method="wB97M-V/def2-TZVPD" e_homo_ev=-3.0 gap_ev=5.27 total_charge=-1 energy_ha=-1599.89774 relative_energy_kcal_mol=0.0 e_lumo_ha=0.0837
O 1.658 -1.202 -2.721 -0.234
O -0.579 -4.246 1.499 -0.194
O -3.113 2.907 -2.270 -0.185
O -1.220 0.257 3.421 -0.176
O -2.586 -1.273 -1.570 -0.234
O 2.682 0.521 2.360 -0.202
O 2.252 4.104 -0.806 -0.177
O 2.231 -0.450 -4.775 -0.116
O 1.002 0.830 -3.374 -0.240
N 2.486 1.091 -0.326 -0.083
N -0.967 0.679 -0.252 -0.080
N 0.209 -2.522 -0.886 -0.055
C -0.573 0.611 1.150 -0.216
C 0.568 -3.426 1.368 -0.230
C -2.270 0.453 4.328 -0.129
C -2.708 4.095 -2.886 -0.128
C 3.088 -0.183 0.110 -0.178
C -2.041 2.020 -1.987 -0.209
C 1.031 -3.370 -0.070 -0.210
C -1.663 0.144 2.093 -0.230
C -1.794 -2.211 -2.290 -0.184
C -2.147 1.559 -0.543 -0.166
C 0.884 3.956 -0.544 -0.122
C -3.933 -1.635 -1.421 -0.107
C -1.014 -3.127 -1.385 -0.205
C 2.750 3.128 -1.722 -0.203
C 3.422 1.953 -1.044 -0.193
C 1.648 -0.278 -3.670 -0.932
C 3.637 -0.126 1.546 -0.210
C 2.913 0.411 3.739 -0.108
C -1.000 -4.397 2.829 -0.125
Li 0.783 0.322 -1.416 0.563
H 4.243 2.305 -0.401 0.121
H -4.336 -1.961 -2.392 0.089
H -1.679 -3.427 -0.564 0.109
H 3.859 1.360 -1.852 0.132
H -2.268 3.913 -3.871 0.096
H 1.170 -4.387 -0.458 0.126
H 0.276 4.313 -1.387 0.077
H 0.382 -2.419 1.772 0.115
H -4.128 -2.383 -0.652 0.087
H 3.796 -1.159 1.879 0.121
H 0.304 -0.037 1.216 0.093
H 4.609 0.389 1.545 0.122
H -2.970 -0.397 4.354 0.087
H -2.447 -2.841 -2.915 0.117
H -1.190 -1.683 -3.034 0.137
H -1.964 4.652 -2.291 0.076
H 0.577 2.917 -0.382 0.057
H 2.210 1.544 0.543 0.091
H -4.492 -0.713 -1.227 0.084
H -2.877 1.330 4.056 0.087
H -1.900 0.596 5.341 0.082
H -0.154 -4.588 3.502 0.083
H -1.928 -0.896 1.836 0.131
H 2.974 1.407 4.190 0.086
H -0.206 1.571 1.539 0.123
H -1.379 -0.235 -0.459 0.071
H 1.990 -2.848 -0.007 0.104
H 3.837 -0.108 4.005 0.083
H -2.563 0.741 1.900 0.114
H -0.831 -4.091 -1.902 0.124
H 2.037 2.768 -2.475 0.110
H -1.702 -5.229 2.878 0.082
H 2.304 -0.939 0.117 0.074
H 1.376 -3.822 2.016 0.118
H -3.054 0.957 -0.468 0.101
H -1.527 -3.502 3.197 0.081
H -1.086 2.496 -2.211 0.100
H 0.616 4.538 0.341 0.088
H -2.082 1.135 -2.632 0.126
H 0.718 -2.127 -1.704 0.046
H -2.102 2.409 0.142 0.126
H 3.906 -0.438 -0.559 0.130
H 3.545 3.643 -2.280 0.123
H 2.072 -0.109 4.209 0.086
H -3.571 4.760 -2.939 0.081